[1]
167
Properties=species:S:1:pos:R:3:forces:R:3:mulliken_charge:R:1 method="wB97M-V/def2-TZVPD" homo_lumo_gap_ev=7.2 lumo_ev=-2.66 total_energy_ev=-105544.5556 charge=+2 homo_ev=-9.888 relative_energy_kj_mol=340.0
C 3.6953 -15.7247 -13.1266 -0.38 -2.58 -1.79 0.542
F 3.7615 -15.1970 -14.4188 -0.05 -0.47 2.09 -0.232
F 4.8222 -15.3743 -12.4707 -1.66 0.51 -0.25 -0.195
F 2.5101 -15.3415 -12.5933 1.33 1.03 0.24 -0.209
S 3.5775 -17.6874 -13.1406 1.14 -2.05 -0.71 1.065
O 2.2667 -18.0980 -13.7247 1.88 1.45 1.04 -0.662
O 4.7512 -18.0695 -13.9552 -1.38 0.86 0.28 -0.669
O 3.8003 -18.0940 -11.7398 -0.94 1.14 -0.87 -0.642
C 5.5507 -20.4916 -19.7324 -2.16 0.52 -0.35 -1.190
C 3.9763 -20.7373 -19.6434 1.76 -1.00 -0.42 -0.541
C 3.7194 -21.6249 -18.4487 -0.53 -0.49 1.24 -0.812
C 2.7128 -22.8074 -18.6248 0.79 -0.62 0.40 -0.735
P 3.0525 -24.3638 -17.6801 -0.03 2.50 1.65 0.549
C 1.4824 -25.2420 -17.4298 0.66 0.07 -1.87 -1.108
C 0.1575 -24.5514 -17.0490 1.02 1.41 1.42 -0.939
C -0.8723 -25.5286 -16.4720 -0.57 0.20 -3.14 -0.528
C -1.6211 -26.1242 -17.7768 0.51 0.15 1.44 -1.084
C 3.4856 -23.8543 -16.0338 1.06 -0.91 2.53 -0.910
C 3.7583 -25.1161 -15.0852 0.92 1.57 1.06 -0.706
C 4.2520 -24.7315 -13.6068 0.19 -0.11 -0.95 -0.655
C 5.6487 -24.0118 -13.6175 -0.76 -0.20 0.52 -1.090
C 4.3900 -25.4281 -18.3464 -1.69 -0.39 -0.10 -1.261
C 5.7319 -24.8715 -18.8270 -0.61 0.16 -1.15 -0.397
C 6.9439 -25.7513 -18.4519 -1.86 0.61 1.42 -0.326
C 8.2055 -25.0003 -18.5733 1.13 0.66 -0.31 -1.445
H 6.0371 -21.4564 -19.8759 0.04 0.06 0.09 0.259
H 5.9037 -19.9935 -18.8294 0.16 0.00 -0.17 0.326
H 5.6914 -19.8830 -20.6256 0.51 0.12 0.21 0.423
H 3.7193 -21.2610 -20.5642 -0.23 0.10 -0.13 0.312
H 3.3234 -19.8721 -19.5287 0.53 0.29 -0.40 0.377
H 3.3773 -20.8984 -17.7116 -0.56 -0.54 0.50 0.535
H 4.6082 -22.0035 -17.9440 0.45 -0.04 -0.56 0.242
H 2.7395 -23.2554 -19.6181 -0.42 0.72 -0.58 0.459
H 1.7167 -22.4984 -18.3082 -0.16 -0.23 -0.40 0.466
H 1.8230 -26.0862 -16.8304 -0.65 -0.22 0.08 0.654
H 1.3935 -25.5590 -18.4689 -0.51 -0.93 -0.13 0.498
H -0.1970 -23.8510 -17.8052 -0.24 -0.82 -0.81 0.519
H 0.3035 -23.7706 -16.3026 0.68 -0.21 0.73 0.527
H -1.6080 -24.9319 -15.9328 0.17 -0.42 0.43 0.306
H -0.2730 -26.2218 -15.8818 -0.79 -0.29 0.24 0.315
H -0.9536 -26.7452 -18.3741 0.04 0.00 0.04 0.274
H -1.9228 -25.2670 -18.3787 0.02 -0.02 -0.01 0.315
H -2.5267 -26.6963 -17.5751 0.16 -0.07 0.25 0.369
H 2.7253 -23.3162 -15.4676 -0.66 0.12 -0.69 0.522
H 4.3110 -23.1451 -15.9707 0.33 -0.22 -0.42 0.740
H 4.6279 -25.6951 -15.3960 -0.38 -0.33 -0.69 0.196
H 2.8284 -25.6840 -15.0584 0.30 -0.32 0.20 0.260
H 4.3588 -25.6630 -13.0509 -0.05 -0.19 -0.18 0.390
H 3.5000 -24.1863 -13.0363 -0.01 0.37 -0.30 0.467
H 6.4654 -24.6268 -13.2396 -0.14 -0.45 -0.34 0.337
H 5.6562 -23.1898 -12.9016 -0.18 0.34 -0.39 0.303
H 5.9086 -23.6651 -14.6177 0.08 0.19 0.15 0.283
H 3.8561 -25.8859 -19.1791 0.06 -0.18 -0.38 0.581
H 4.4496 -26.2672 -17.6533 0.30 0.13 0.36 0.766
H 5.8298 -23.8018 -18.6420 0.44 -0.09 0.95 0.002
H 5.5821 -24.8003 -19.9043 0.45 -0.35 -0.35 0.411
H 6.9144 -26.7230 -18.9450 0.08 0.14 -0.20 0.380
H 6.8111 -25.9348 -17.3857 -0.11 -0.41 0.22 0.272
H 9.0058 -25.4628 -17.9957 0.26 -0.37 -0.67 0.415
H 8.1618 -24.0158 -18.1076 -0.44 0.16 -0.09 0.334
H 8.4076 -24.8478 -19.6335 0.70 -0.03 0.10 0.340
C 6.8300 -18.5512 -7.4900 -2.24 -0.46 0.67 -1.308
C 6.5867 -18.8432 -5.9982 0.19 0.07 0.44 -0.574
C 5.1300 -19.2821 -5.5354 0.94 -0.04 -0.98 -0.423
C 5.0717 -19.2108 -3.9827 -1.35 -0.05 -1.26 -0.947
P 3.3498 -19.3992 -3.3211 0.14 0.46 -1.17 0.566
C 3.3924 -19.0447 -1.5635 0.87 -0.63 -0.22 -0.638
C 2.0679 -19.2001 -0.9442 -2.84 0.53 2.01 -0.075
C 1.9925 -18.9700 0.5774 0.82 0.06 2.01 -0.706
C 0.6889 -18.4726 1.2109 -0.86 -0.60 -1.85 -1.304
C 2.1215 -18.3640 -4.0800 -0.60 0.90 -0.31 -0.876
C 2.3494 -16.8619 -4.0053 1.28 0.73 -0.06 -0.979
C 1.1844 -15.9552 -4.4700 0.39 -0.06 1.16 -0.781
C 0.0238 -16.0394 -3.4381 0.17 -0.05 -1.83 -1.037
C 2.6999 -21.0769 -3.6429 1.98 0.36 -1.04 -1.149
C 2.4506 -21.5089 -5.1444 -1.15 1.01 -0.46 -0.164
C 1.2832 -22.4428 -5.2049 -1.54 -1.58 0.14 -0.805
C 0.7756 -23.0860 -6.5264 1.43 -0.23 -0.86 -1.437
H 6.0052 -17.8865 -7.7470 -0.04 0.21 -0.37 0.333
H 6.5771 -19.4804 -8.0006 0.81 0.16 -0.69 0.316
H 7.7274 -17.9967 -7.7646 0.20 -0.74 0.21 0.371
H 6.8711 -17.9122 -5.5078 -0.42 0.15 0.52 0.371
H 7.3024 -19.5588 -5.5935 0.04 -0.28 -0.12 0.367
H 4.7800 -20.2409 -5.9178 0.91 -0.66 0.23 0.171
H 4.3962 -18.7212 -6.1143 -0.14 1.12 0.69 0.452
H 5.5461 -18.2529 -3.7696 -0.33 -0.03 0.81 0.540
H 5.6158 -20.0369 -3.5247 0.32 0.10 -0.03 0.582
H 3.7936 -18.0480 -1.3803 0.11 0.03 -0.19 0.617
H 4.0932 -19.7667 -1.1444 0.26 0.00 0.16 0.474
H 1.5685 -20.1639 -1.0428 0.38 -0.26 -0.61 0.132
H 1.3405 -18.4900 -1.3374 0.08 0.23 -0.47 0.007
H 2.7443 -18.2990 0.9930 0.54 0.13 -0.62 0.459
H 2.1719 -19.9034 1.1108 0.44 -0.27 -0.23 0.319
H 0.6957 -18.2746 2.2827 0.39 0.05 -0.24 0.381
H -0.0464 -19.2529 1.0143 -0.35 -0.07 0.32 0.310
H 0.3119 -17.6330 0.6269 0.00 0.46 0.39 0.323
H 1.2213 -18.6637 -3.5435 -0.27 -0.06 -0.08 0.483
H 1.9854 -18.6257 -5.1294 0.04 -0.35 0.04 0.613
H 3.2778 -16.7002 -4.5530 -0.09 0.31 -0.73 0.385
H 2.7390 -16.6010 -3.0212 -0.69 0.22 0.53 0.442
H 0.9791 -16.1289 -5.5263 -0.68 -0.72 0.14 0.423
H 1.3939 -14.8866 -4.5194 0.94 -0.02 0.33 0.384
H 0.2938 -15.5666 -2.4938 0.07 -0.19 -0.06 0.271
H -0.2832 -17.0784 -3.3185 -0.26 0.13 0.30 0.270
H -0.7765 -15.4695 -3.9101 -0.41 -0.15 0.47 0.387
H 1.9372 -21.3255 -2.9049 -0.01 -0.10 -0.30 0.635
H 3.6569 -21.5448 -3.4120 -0.24 -1.06 0.60 0.392
H 3.3268 -21.9625 -5.6077 0.08 0.18 0.23 0.508
H 2.0314 -20.7547 -5.8104 1.04 0.99 0.11 0.131
H 0.3437 -21.9389 -4.9779 0.28 0.45 1.14 0.295
H 1.5241 -23.1577 -4.4182 -0.75 -0.73 -0.19 0.405
H 0.1185 -23.9423 -6.3748 -0.02 0.20 0.37 0.367
H 1.5538 -23.4384 -7.2033 0.51 -0.35 0.33 0.356
H 0.2765 -22.4067 -7.2174 -0.37 0.48 0.56 0.367
C -4.0809 -12.3249 -11.0096 -0.24 0.74 -0.56 -1.211
C -3.8790 -11.1520 -9.9937 0.90 -1.41 -0.35 -0.778
C -2.7995 -10.1542 -10.4780 -0.42 -0.09 0.62 -0.402
C -3.3553 -9.1423 -11.4780 0.66 -0.63 -1.09 -1.192
P -2.2059 -8.0602 -12.4611 -0.73 0.44 0.35 1.155
C -1.5967 -8.7838 -14.0673 -1.31 -0.80 1.21 -1.375
C -1.7046 -10.3582 -14.0920 1.70 0.37 -0.78 0.017
C -1.5860 -10.7643 -15.5631 -0.90 3.54 1.42 -0.670
C -1.3824 -12.1501 -15.8120 0.07 -1.95 -1.09 -1.402
C -3.2274 -6.5640 -12.8120 -1.08 -0.04 -0.07 -1.331
C -4.6646 -6.8593 -13.4332 1.85 -1.79 -0.55 -0.440
C -5.4362 -5.7016 -13.9439 -0.21 0.54 1.29 -0.620
C -6.8724 -6.1371 -14.3279 0.89 1.84 0.30 -1.269
C -0.7830 -7.6063 -11.4817 -0.54 0.47 1.44 -1.113
C 0.1282 -8.7598 -11.0709 1.76 0.35 -0.47 -0.188
C 1.5909 -8.2219 -10.8433 1.36 -2.10 -1.23 -0.831
C 1.8544 -7.3413 -9.6831 -1.41 1.99 0.97 -1.186
H -4.4601 -11.9685 -11.9674 -0.84 0.15 0.08 0.294
H -4.6949 -13.1474 -10.6426 -0.22 0.32 0.04 0.376
H -3.1830 -12.7978 -11.4075 0.69 0.11 0.86 0.352
H -4.7907 -10.6824 -9.6243 -0.21 0.10 -0.56 0.388
H -3.4931 -11.6480 -9.1032 0.25 0.18 0.18 0.359
H -2.4168 -9.6380 -9.5976 0.26 0.05 -0.09 0.417
H -2.0154 -10.7670 -10.9227 0.22 0.22 0.02 0.270
H -3.7760 -9.7597 -12.2716 -0.65 0.19 -0.11 0.336
H -4.1371 -8.5321 -11.0257 0.11 0.16 -0.18 0.653
H -2.2095 -8.2764 -14.8123 -0.57 -0.47 -0.18 0.773
H -0.6095 -8.4465 -14.3830 0.31 -0.10 0.78 0.560
H -0.8180 -10.8198 -13.6572 0.16 0.39 0.67 0.272
H -2.5396 -10.8824 -13.6271 -0.37 0.63 0.04 0.159
H -2.5592 -10.4155 -15.9085 0.08 -0.05 -1.05 0.307
H -0.7948 -10.1690 -16.0187 -0.05 0.27 -0.06 0.438
H -0.5089 -12.5809 -15.3225 -0.19 -0.09 0.23 0.380
H -1.1728 -12.1569 -16.8817 -0.28 -0.97 -0.14 0.375
H -2.3277 -12.6299 -15.5584 0.37 -0.86 -0.19 0.325
H -2.6229 -5.8770 -13.4041 -0.07 -0.14 -0.52 0.523
H -3.4236 -5.9753 -11.9159 0.32 -0.33 0.52 0.586
H -5.3370 -7.3912 -12.7601 0.43 0.01 0.56 0.244
H -4.5218 -7.5799 -14.2385 0.08 -0.21 -0.32 0.381
H -4.8758 -5.1011 -14.6606 -0.32 -0.25 -0.48 0.398
H -5.4560 -5.0742 -13.0528 -0.56 0.61 -0.01 0.341
H -7.3798 -6.6585 -13.5163 0.39 -0.76 -0.28 0.377
H -6.8423 -6.5996 -15.3145 -0.57 -0.20 0.28 0.334
H -7.4322 -5.2020 -14.3071 -0.26 0.00 -0.84 0.386
H -1.1199 -7.1068 -10.5733 -0.38 0.22 0.02 0.591
H -0.2857 -6.8117 -12.0380 0.43 -0.20 -0.18 0.540
H -0.0044 -9.5102 -11.8503 1.05 -0.14 -0.32 0.019
H -0.0535 -9.3625 -10.1811 -0.94 0.71 0.31 0.284
H 2.0653 -7.7519 -11.7048 -0.64 0.17 -0.51 0.407
H 2.2746 -9.0625 -10.7251 -0.36 -0.66 -0.02 0.433
H 1.2437 -7.5915 -8.8156 -0.02 -0.13 0.14 0.297
H 1.5342 -6.3497 -10.0029 -0.25 0.41 0.40 0.275
H 2.8574 -7.1396 -9.3072 0.26 -0.79 -0.51 0.386


[2]
28
Properties=species:S:1:pos:R:3:forces:R:3:mulliken_charge:R:1 method="wB97M-V/def2-TZVPD" homo_lumo_gap_ev="6.9 / 6.9" smiles="C=C/B=C1/C=CC=C[C@@H]1c1ccccc1" lumo_ev="-0.19 / -0.19" total_energy_ev=-15400.0296 homo_ev="-7.129 / -7.129" relative_energy_kj_mol=312.0
B -1.5789 0.7907 -1.9642 3.64 -0.50 4.09 0.198
C 2.2793 1.2835 -0.4986 0.12 0.65 -0.76 -0.538
C 0.8498 -1.9363 3.3999 -1.62 0.54 -1.37 -0.455
C 1.9650 0.3270 -1.5051 0.32 -0.99 0.12 -0.280
C 1.2941 1.6922 0.2795 1.15 1.52 1.37 -0.480
C 0.7236 -0.5754 3.7277 1.15 0.55 1.05 -0.570
C 0.5052 -2.3838 2.1164 0.55 1.46 0.02 -0.581
C 0.7048 -0.0365 -1.7770 1.12 0.29 -0.74 -0.934
C -0.0378 0.9951 0.3257 -0.45 2.29 1.50 0.668
C 0.3659 0.3859 2.7499 1.12 -2.03 0.44 -0.410
C 0.1676 -1.4065 1.1584 0.13 -0.13 -0.64 -0.094
C -0.3664 0.5941 -1.1013 -4.09 0.39 -0.96 -0.225
C 0.2154 -0.0075 1.4247 -1.30 -2.94 0.00 0.097
C -3.4696 -0.0186 -3.4083 0.99 -2.43 -0.57 -0.650
C -2.9352 0.7677 -2.4718 -3.48 1.63 -1.08 0.094
H 3.2643 1.7630 -0.5069 -0.38 -0.30 0.24 0.397
H 0.8120 -2.8078 4.0010 1.03 0.00 1.76 0.333
H 2.7978 -0.1389 -1.9461 0.74 -0.64 -1.00 0.486
H 1.6177 2.4352 1.0293 -0.89 -0.28 -0.17 0.296
H 1.1163 -0.1952 4.7470 -1.23 -0.72 -1.61 0.232
H 0.6646 -3.4702 2.0104 -0.74 0.70 -0.77 0.331
H 0.4731 -0.6581 -2.6147 0.14 -0.52 -0.47 0.350
H -0.7334 1.6923 0.9085 0.30 -0.55 -1.72 0.385
H 0.2991 1.3918 3.0548 0.00 1.18 0.16 0.439
H -0.1980 -1.6720 0.1511 0.53 -0.08 0.57 0.256
H -4.4480 -0.1666 -3.9005 0.35 1.09 0.85 0.288
H -2.8164 -0.8571 -3.7043 -0.21 0.39 -0.25 0.176
H -3.6399 1.5787 -2.1217 1.01 -0.55 -0.06 0.192


[3]
80
Properties=species:S:1:pos:R:3:forces:R:3:mulliken_charge:R:1 method="wB97M-V/def2-TZVPD" homo_lumo_gap_ev=8.1 lumo_ev=-0.01 total_energy_ev=-81234.2195 homo_ev=-8.137 relative_energy_kj_mol=57.9
C 0.4806 -2.5939 5.0056 -0.23 0.70 -0.27 -0.770
S -1.3092 -2.0661 5.0353 0.03 -2.09 1.42 0.472
O -2.0405 -3.3579 5.4321 0.82 1.96 -0.55 -0.681
C -1.1767 -1.0175 6.5365 0.44 -0.55 0.05 -0.840
H 1.2016 -1.7788 4.9431 -0.38 0.51 -0.07 0.157
H 0.5860 -3.1528 4.0758 -0.13 -0.34 0.26 0.252
H 0.7528 -3.1376 5.9103 -0.52 -0.34 -0.14 0.445
H -2.1173 -0.6728 6.9660 -0.19 0.06 -0.70 0.337
H -0.5043 -0.2075 6.2536 -0.09 0.18 0.15 0.206
H -0.7287 -1.6176 7.3285 0.25 -0.10 -0.13 0.325
C -3.0904 4.9532 -0.5804 -0.47 -0.63 0.43 -1.093
S -3.1502 3.2905 0.2368 2.20 0.46 -0.79 0.533
O -1.9193 2.5421 -0.2721 -1.46 0.44 0.34 -0.457
C -2.5786 3.8999 1.8509 0.39 -0.36 0.30 -1.029
H -3.9732 5.4422 -0.1687 0.31 0.53 0.25 0.423
H -3.2350 4.9706 -1.6606 0.12 -0.67 0.04 0.325
H -2.1198 5.3830 -0.3325 -0.26 0.20 0.12 0.300
H -2.4794 3.0302 2.5004 -0.62 -0.10 0.06 0.294
H -3.1789 4.6849 2.3106 -0.15 -0.17 -0.16 0.415
H -1.5336 4.2007 1.7763 -0.07 0.40 -0.57 0.310
C -1.6383 -4.0877 -1.1779 0.52 -0.24 -0.10 -0.764
S 0.1241 -4.4824 -1.5166 -0.52 -1.66 -0.52 0.596
O 0.3557 -5.7850 -0.8047 0.07 0.68 -0.26 -0.656
C 0.0985 -4.8889 -3.3814 0.16 0.51 0.70 -0.662
H -2.2904 -4.9392 -1.3720 0.15 0.03 -0.60 0.468
H -1.8728 -3.1780 -1.7307 -0.35 -0.06 0.01 0.110
H -1.7236 -3.9456 -0.1006 0.41 0.40 -0.01 0.222
H 0.7565 -5.7293 -3.6026 0.07 -0.10 0.68 0.368
H 0.5836 -4.0361 -3.8562 -0.37 0.07 -0.24 0.063
H -0.8673 -5.1297 -3.8257 -0.15 0.30 0.32 0.281
C 1.2444 -1.3620 -3.2727 0.12 -0.83 -0.40 -0.595
S 1.4908 -1.3807 -5.1178 -0.90 -0.92 -0.21 0.372
O 1.5665 -2.7846 -5.7066 -0.19 1.48 1.09 -0.623
C -0.2311 -0.7761 -5.4238 0.10 -0.15 0.52 -0.736
H 1.9861 -1.9504 -2.7325 0.57 0.30 -0.42 0.488
H 0.3222 -1.8556 -2.9661 -0.37 0.48 -0.40 -0.206
H 1.3061 -0.3123 -2.9855 -0.13 -0.12 0.06 0.434
H -0.4561 -0.6591 -6.4839 0.36 -0.01 0.07 0.445
H -0.3935 0.1445 -4.8633 0.31 0.24 -0.24 0.209
H -0.9559 -1.4467 -4.9622 0.22 -0.40 -0.17 0.195
C 3.2578 2.3897 3.6357 -0.57 0.46 0.18 -1.249
C 2.4152 1.1486 3.7398 -0.88 -1.08 1.74 0.870
O 1.8302 0.8751 4.8073 1.12 0.42 -2.68 -0.549
C 2.3853 0.2406 2.4944 0.47 -0.30 0.90 -0.361
H 4.3279 2.1890 3.6877 -0.04 -0.21 -0.12 0.303
H 2.9874 3.0563 4.4546 0.12 -0.05 0.02 0.366
H 3.0268 2.8968 2.6989 0.20 0.01 -0.16 0.299
H 1.7614 0.6206 1.6855 0.16 0.12 0.14 -0.242
H 2.0949 -0.7775 2.7538 -0.48 0.17 0.09 0.068
H 3.4024 0.1192 2.1216 0.14 0.36 -0.16 0.473
C 3.6957 2.0164 -0.6708 -0.78 -1.38 0.21 -0.618
C 4.5068 0.9361 -1.3675 -0.26 0.06 -1.93 0.819
O 4.0457 -0.1127 -1.7800 0.39 0.80 0.80 -0.516
C 5.9214 1.4136 -1.6367 0.34 -0.55 0.87 -1.235
H 2.6693 1.6745 -0.5384 -0.02 -0.17 0.00 -0.171
H 3.6189 2.9319 -1.2574 0.62 0.14 0.35 0.482
H 4.1424 2.0607 0.3225 -0.02 0.91 0.04 0.233
H 6.6058 0.7159 -2.1193 -0.52 -0.03 -0.42 0.332
H 6.3541 1.5345 -0.6437 0.16 0.37 0.19 0.352
H 5.9072 2.4005 -2.0991 0.04 -0.12 -0.11 0.337
C -4.0575 0.4877 -1.6186 -0.24 0.19 0.44 -0.934
C -3.1903 0.5917 -2.8448 1.77 -0.26 -0.32 0.895
O -2.2658 -0.2161 -2.9924 -1.70 1.35 -0.10 -0.414
C -3.4029 1.8005 -3.7855 0.60 -0.77 0.73 -0.948
H -4.6363 1.3697 -1.3444 -0.07 0.17 -0.56 0.316
H -3.3963 0.3504 -0.7630 0.01 -0.44 -0.09 0.094
H -4.7600 -0.3412 -1.7062 0.15 -0.16 0.02 0.413
H -2.6461 1.8469 -4.5685 -0.32 -0.45 -0.22 0.278
H -3.2015 2.6935 -3.1939 -0.37 0.09 0.27 0.056
H -4.4325 1.8015 -4.1434 0.11 0.18 -0.14 0.360
C -0.8665 0.2523 2.0759 0.26 -0.86 1.10 -0.011
C -0.4815 -0.8619 1.1197 -0.96 -1.44 -0.56 0.407
O -0.3840 -2.0186 1.5298 0.21 1.65 -0.47 -0.516
C -0.4079 -0.5054 -0.3573 -0.45 -0.24 0.71 1.053
H -0.1116 1.0202 2.2444 -0.19 0.10 -0.43 0.222
H -0.9415 -0.3109 3.0061 -0.15 0.38 0.28 -0.228
H -1.8389 0.7030 1.8775 0.16 -0.03 -0.42 0.130
H 0.5819 -0.0642 -0.4743 -0.05 0.22 -0.54 -0.177
H -1.2165 0.1934 -0.5716 0.46 0.51 0.03 -0.403
H -0.5924 -1.3327 -1.0427 0.52 -0.20 0.40 -0.517